# 1
A molecular structure, C13H13F5MnN4S3Te at a distorted geometry. Source: the Open Molecules 2025 dataset; level of theory: ωB97M-V/def2-TZVPD.

Last column: Löwdin charge in e.
Element x y z (Å)
C (-0.776, -2.197, -1.325)  -1.0765
C (-4.423, 1.408, -0.545)  -0.2340
N (-2.867, -4.452, 0.325)  0.1771
C (3.476, 0.350, 0.433)  -0.2265
F (0.659, -2.680, 1.591)  0.0925
C (-0.090, -4.472, -1.818)  -0.2221
C (-5.045, 2.471, 0.168)  -0.1818
C (-0.966, -3.538, -1.173)  -0.3460
H (1.174, 1.992, 0.737)  0.1009
Te (-1.812, 0.652, -2.178)  1.0890
C (-4.296, 3.608, 0.173)  -0.4143
C (3.432, 1.556, -0.492)  -0.1730
H (2.988, -0.974, -1.063)  0.0833
F (-0.870, -0.141, 2.423)  -0.0025
H (-4.863, 0.426, -0.667)  0.1056
S (-2.825, 3.386, -0.667)  0.9193
H (-6.009, 2.387, 0.651)  0.1064
H (3.052, 0.597, 1.402)  0.0966
C (0.398, -0.369, 1.933)  -0.4170
H (-4.529, 4.564, 0.617)  0.0686
H (3.750, 2.422, 0.095)  0.1176
C (-2.016, -4.049, -0.338)  -0.2292
H (0.125, 2.010, -0.511)  0.0216
C (0.853, -1.715, 2.545)  -0.5709
S (0.441, -1.456, -2.293)  0.5629
H (4.156, 1.445, -1.303)  0.1160
C (-3.209, 1.757, -1.062)  -0.9897
F (0.221, -2.119, 3.636)  0.1778
H (1.901, 1.174, -1.976)  0.0889
C (2.069, 1.827, -1.119)  -0.2405
Mn (0.539, -0.602, -0.071)  0.2078
N (0.975, 1.575, -0.167)  -0.0148
H (2.062, 2.855, -1.488)  0.1177
N (2.698, -0.778, -0.110)  -0.0165
S (-1.773, -1.039, -0.398)  0.5864
F (2.174, -1.719, 2.796)  0.1372
H (4.518, 0.070, 0.594)  0.1211
F (1.179, 0.604, 2.559)  -0.0125
H (2.915, -1.615, 0.424)  0.1003
N (0.615, -5.218, -2.337)  0.1735

The spin multiplicity is 2. The largest force on an atom comes out at 1.96 eV Å⁻¹. For the LUMO energy (spin up / spin down), the calculation gives -0.05019 / -0.04873 Ha. The HOMO-LUMO gap (spin up / spin down) comes out at 7.120 / 7.223 eV. The charge is 0. For the HOMO energy (spin up / spin down), the calculation gives -8.485 / -8.549 eV.

=====

# 2
9 unconnected molecules or ions with the total composition C40H72BCl2NO38S9 at a distorted geometry. Source: the Open Molecules 2025 dataset; level of theory: ωB97M-V/def2-TZVPD.

Last column: Löwdin charge in e.
Element x y z (Å)
H (0.734, -1.384, 6.449)  0.0998
H (-0.086, -3.950, 3.151)  0.0797
H (-1.976, 3.272, 0.427)  0.1430
H (5.643, 1.077, 3.813)  0.0979
H (-9.492, 1.543, -7.079)  0.1386
C (-0.808, 1.855, 2.526)  -0.1321
O (7.054, 1.660, -2.221)  -0.2089
H (3.071, 0.572, 0.251)  0.0781
H (-11.266, 1.709, -7.065)  0.1360
H (3.526, 2.960, 5.210)  0.1136
H (-0.967, 0.872, -1.574)  0.1365
C (2.027, 1.047, 0.135)  0.0095
C (1.982, -4.968, -1.592)  -0.1634
C (6.398, 3.330, 2.734)  -0.2146
S (2.283, -7.435, -1.645)  0.6440
C (1.414, 1.646, 1.263)  -0.1098
S (5.536, 2.083, -2.611)  0.6435
H (1.256, 2.177, 4.458)  0.1039
O (-12.593, 0.394, -4.298)  -0.2049
H (-3.647, 1.828, 3.209)  0.0897
H (-0.520, 2.812, 1.937)  0.1222
C (7.604, 2.323, 2.379)  -0.2406
O (-7.336, 1.848, 1.637)  -0.2485
O (-9.094, 0.308, 2.565)  -0.2260
H (0.186, -4.270, 4.992)  0.0745
C (-10.373, 1.616, -6.441)  -0.1646
C (-0.688, 5.673, -2.534)  -0.1770
H (-4.361, -0.375, 2.388)  0.0856
O (9.455, -1.907, -5.225)  -0.1976
H (-3.109, 2.048, -0.276)  0.1374
O (-11.065, 4.508, 4.625)  -0.1900
C (-1.025, 1.810, -0.923)  -0.1848
C (0.608, -5.597, -1.436)  -0.1569
O (-9.629, 1.830, 0.691)  -0.1909
H (1.493, 2.796, 1.310)  0.1376
H (11.725, -1.421, -3.732)  0.1338
H (2.293, -1.400, 5.374)  0.0707
C (-1.807, 1.969, 5.034)  -0.6429
H (1.569, -2.961, 6.088)  0.0811
S (4.126, -12.176, -6.700)  0.6438
C (0.450, -0.565, 2.498)  -0.2821
H (5.475, 3.007, 2.146)  0.0934
H (-10.985, 2.159, 3.174)  0.1183
H (-3.933, 2.619, 1.614)  0.1254
H (6.538, -0.368, -4.757)  0.1382
C (-9.678, 1.412, -0.677)  -0.1801
O (3.120, -12.735, -7.548)  -0.2272
H (1.445, 6.116, -2.493)  0.1387
C (11.744, -1.817, -4.751)  -0.1666
C (3.783, -11.460, -4.343)  -0.1704
O (11.545, -0.729, -5.656)  -0.1821
C (6.665, 0.599, -4.270)  -0.1772
C (-2.332, 0.494, 5.027)  -0.1095
H (-10.299, 1.307, 4.579)  0.1266
O (-8.158, -0.073, 0.305)  -0.1833
H (3.495, 1.154, 5.495)  0.0998
H (2.175, -4.693, -2.633)  0.1347
C (1.575, 1.361, 3.746)  -0.1118
O (2.839, -7.817, -2.909)  -0.2402
H (1.572, 0.912, -0.906)  0.0855
O (9.750, -0.682, -7.357)  -0.2089
C (-0.235, -3.563, 4.203)  -0.0167
O (-1.515, 7.756, -4.893)  -0.2318
O (-10.348, 0.444, -3.171)  -0.2402
O (9.480, 0.570, -5.196)  -0.2315
S (-12.519, 3.874, 4.967)  0.6459
H (-10.001, -0.707, -0.338)  0.1412
O (-1.230, -2.399, 1.440)  -0.3339
H (-8.841, -0.357, -1.640)  0.1196
C (7.412, 0.486, -2.952)  -0.1758
H (10.737, -3.360, -5.896)  0.1361
O (1.788, -2.645, 1.375)  0.0796
H (-10.537, 3.723, -5.896)  0.1396
H (3.517, -9.364, -4.874)  0.1163
H (10.393, -3.422, -4.149)  0.1377
H (-3.306, 0.390, 5.622)  0.0955
C (-3.504, 1.680, 2.115)  -0.1410
H (2.111, -4.092, -0.956)  0.1252
H (4.806, -11.246, -4.019)  0.1339
O (-13.396, 4.154, 3.871)  -0.2297
H (2.210, -3.348, 1.909)  0.1133
O (-0.213, 2.717, -1.265)  -0.0381
H (-0.543, 5.071, -3.435)  0.1358
H (6.634, 4.404, 2.455)  0.1109
C (-10.818, 2.206, 4.254)  -0.1848
S (-0.775, -0.983, 1.108)  0.8173
H (12.707, -2.294, -4.935)  0.1386
S (9.962, -0.548, -5.950)  0.6559
H (-9.271, 3.710, 3.944)  0.1345
C (7.405, 1.759, 0.895)  -0.1314
S (-11.229, 0.815, -4.240)  0.6674
H (-1.356, -3.489, 4.420)  0.1032
H (7.650, 1.427, 3.092)  0.0994
H (7.076, -0.385, -2.380)  0.1346
C (-4.564, 0.513, 1.707)  -0.0752
C (3.842, 1.949, 4.764)  -0.2062
C (-1.190, 2.517, 3.913)  -0.5328
H (0.484, 7.002, -1.282)  0.1335
H (-1.567, -0.141, 5.603)  0.0794
B (1.761, -1.467, 2.229)  -0.5080
O (-1.752, 9.015, -2.732)  -0.2290
C (-10.077, 3.476, 4.640)  -0.1634
H (-5.577, 0.930, 2.055)  0.0543
C (5.432, 1.851, 4.619)  -0.2044
O (5.527, -12.345, -6.944)  -0.2305
C (1.333, -1.936, 5.643)  -0.0147
N (-0.177, -1.074, 3.699)  0.0888
H (8.490, 0.433, -3.090)  0.1140
Cl (-2.118, 2.904, 6.584)  0.5595
H (-8.998, 2.046, -1.252)  0.1368
O (5.539, 3.456, -3.010)  -0.2184
H (-9.673, 3.405, 5.653)  0.1345
O (0.759, -6.945, -1.892)  -0.1895
C (-9.206, -0.033, -0.669)  -0.1760
C (0.312, -2.051, 4.392)  -0.2743
H (8.012, 2.395, 0.165)  0.0774
H (8.564, 2.921, 2.447)  0.1027
C (0.603, 1.029, 2.507)  -0.2466
O (3.036, -1.276, 2.903)  0.0911
O (2.904, -5.998, -1.229)  -0.1930
O (-12.848, 4.189, 6.322)  -0.2275
O (2.311, -8.290, -0.499)  -0.2252
H (-10.687, 1.514, -1.070)  0.1249
C (10.578, -2.761, -4.996)  -0.1673
O (-2.101, -0.055, 1.265)  -0.2288
C (3.248, -10.355, -5.238)  -0.1725
O (-1.805, 6.538, -2.755)  -0.1957
H (5.821, 1.447, 5.620)  0.1115
H (5.183, 4.130, 4.414)  0.1087
O (3.816, -12.623, -5.173)  -0.1932
H (2.161, -10.421, -5.341)  0.1359
O (-11.181, 2.427, -4.401)  -0.1860
H (7.170, 1.285, -4.952)  0.1222
H (6.846, 3.537, 4.988)  0.1074
O (5.393, 1.159, -3.934)  -0.1844
H (-2.466, 0.054, 3.991)  0.0706
S (-8.479, 1.001, 1.473)  0.6449
C (-10.272, 2.764, -5.451)  -0.1668
O (4.652, 1.567, -1.608)  -0.2451
C (0.490, 6.604, -2.301)  -0.1643
H (-0.872, 5.016, -1.685)  0.1082
H (7.798, 0.689, 0.759)  0.0760
H (3.155, -11.629, -3.469)  0.1373
O (0.294, 7.693, -3.206)  -0.1917
H (0.302, -5.623, -0.388)  0.1358
O (-10.508, 0.439, -5.641)  -0.1826
H (-4.550, 0.272, 0.604)  0.0896
O (-0.154, -1.112, -0.251)  -0.3174
H (-9.268, 2.829, -5.021)  0.1338
C (-1.995, 1.332, 1.597)  -0.3583
H (3.649, 1.140, 2.714)  0.0938
H (3.070, 2.947, 2.968)  0.1184
O (3.832, -10.592, -6.521)  -0.1918
H (3.723, -1.539, 2.249)  0.1234
C (3.061, 1.871, 3.334)  -0.1755
H (1.781, 0.459, 4.423)  0.0926
C (-2.060, 2.153, 0.182)  -0.0676
O (-12.092, 2.312, 4.893)  -0.1870
C (5.984, 3.320, 4.281)  -0.2007
H (-0.151, -5.080, -2.022)  0.1411
S (-1.290, 7.891, -3.486)  0.6426
H (6.302, 1.731, 0.636)  0.0554
Cl (-0.719, 4.291, 4.206)  0.5510

Its SMILES is C=C[C@@]1(CCCCCCCC)[C@H](/C(Cl)=C(\C)Cl)[C@@](CC)(CC=O)OS(=O)(=O)[C@@]1(N=C(C)C)B(O)O.O=S1(=O)OCCO1.O=S1(=O)OCCO1.O=S1(=O)OCCO1.O=S1(=O)OCCO1.O=S1(=O)OCCO1.O=S1(=O)OCCO1.O=S1(=O)OCCO1.O=S1(=O)OCCO1. The largest force on an atom comes out at 7.63 eV Å⁻¹. For the LUMO energy, the calculation gives -0.03438 Ha. The HOMO-LUMO gap comes out at 6.647 eV. The charge is 0. For the HOMO energy, the calculation gives -7.583 eV.